{"formula": "C19H29CrFN5O13PS2", "method": "ωB97M-V/def2-TZVPD", "e_above_lowest_kj_mol": 72.4, "lumo_ev": [4.10, 4.10], "homo_ev": [-2.323, -1.064], "orbital_gap_ha": [0.236, 0.190], "charge": -2, "spin_multiplicity": 3, "species": ["Cr", "S", "S", "P", "F", "O", "O", "O", "O", "O", "O", "O", "O", "O", "O", "O", "O", "O", "N", "N", "N", "N", "N", "C", "C", "C", "C", "C", "C", "C", "C", "C", "C", "C", "C", "C", "C", "C", "C", "C", "C", "C", "H", "H", "H", "H", "H", "H", "H", "H", "H", "H", "H", "H", "H", "H", "H", "H", "H", "H", "H", "H", "H", "H", "H", "H", "H", "H", "H", "H", "H"], "coordinates": [[-0.374, -0.612, 0.400], [2.479, -0.478, -3.148], [-0.303, 0.859, -1.630], [0.709, 0.303, -3.273], [4.065, -3.444, -2.598], [3.576, -0.667, 1.848], [1.583, -0.398, 0.884], [2.839, -5.148, 2.332], [-2.448, -0.217, 0.502], [-0.606, 1.274, 1.387], [-3.925, 0.328, 2.101], [-1.683, -3.489, -0.164], [0.147, -2.395, -0.556], [-0.290, -0.544, -4.233], [-3.989, -4.268, 5.276], [4.744, -6.005, -1.694], [0.185, -4.543, -0.419], [0.803, 1.631, -4.206], [2.888, -3.440, 0.810], [-2.318, -2.947, 3.484], [3.793, -5.506, 0.306], [-0.838, -1.639, 1.994], [-0.479, -3.505, -0.402], [-0.199, 3.799, -4.194], [2.168, -2.565, 1.737], [-3.051, -5.002, 4.503], [-1.830, 1.448, 2.112], [3.132, -4.717, 1.229], [-2.364, 2.850, 1.841], [-0.389, 2.337, -4.540], [4.162, -5.193, -0.996], [-3.341, -2.187, 4.206], [-1.843, -4.159, 4.149], [2.480, -1.080, 1.474], [3.780, -3.846, -1.350], [-1.011, -1.685, -3.754], [-1.486, -2.285, 2.701], [3.162, -3.038, -0.476], [-0.221, -2.961, -3.949], [-4.465, -3.141, 4.549], [-2.833, 0.417, 1.521], [-1.602, 1.222, 3.598], [-1.687, 3.602, 2.256], [-0.573, 2.199, -5.610], [-3.691, -1.375, 3.563], [-1.282, -3.898, 5.055], [-1.048, 4.392, -4.544], [-2.916, -1.761, 5.125], [-0.111, 3.911, -3.113], [1.111, -2.784, 1.652], [2.839, -2.042, -0.761], [-2.447, 3.011, 0.767], [-4.952, -3.477, 3.625], [2.515, -2.809, 2.740], [-0.818, -3.817, -3.626], [-1.937, -1.704, -4.334], [-1.240, 1.929, -3.993], [-1.275, -1.536, -2.706], [-2.751, -5.861, 5.104], [-1.018, 2.045, 4.022], [3.983, -6.450, 0.607], [0.048, -3.091, -4.999], [-3.530, -5.357, 3.582], [0.692, -2.941, -3.356], [-3.348, 2.958, 2.298], [-2.567, 1.179, 4.102], [-1.062, 0.290, 3.770], [0.711, 4.184, -4.657], [0.169, 1.596, 1.861], [-1.181, -4.696, 3.470], [-5.202, -2.647, 5.181]], "atomic_forces_ev_per_a": [[0.3, 0.3, -0.6], [0.1, 0.0, 0.0], [0.0, 0.0, 0.0], [0.0, 0.1, 0.0], [0.0, 0.0, 0.0], [0.0, 0.0, 0.0], [-0.2, 0.2, 0.0], [0.0, -0.1, 0.1], [0.0, 0.0, -0.1], [0.0, 0.1, -0.1], [-0.1, 0.0, 0.1], [-0.3, -0.1, -0.3], [-0.2, 0.0, -0.4], [-0.1, 0.0, -0.1], [0.0, 0.0, 0.0], [0.0, -0.1, 0.0], [0.0, -0.2, -0.3], [-0.1, -0.1, -0.1], [0.1, 0.1, -0.1], [0.2, 0.0, 0.0], [0.0, -0.1, 0.0], [-0.1, -0.3, 0.8], [0.3, 0.2, 0.8], [0.0, 0.0, 0.0], [0.0, -0.1, 0.1], [0.0, 0.0, 0.0], [0.1, 0.1, 0.0], [0.1, 0.0, -0.1], [0.0, 0.0, 0.0], [0.0, 0.0, 0.0], [0.0, 0.1, 0.0], [0.0, 0.0, 0.0], [0.0, 0.0, 0.0], [0.1, -0.1, 0.0], [0.0, -0.1, 0.0], [0.0, 0.1, 0.0], [-0.1, 0.1, -0.1], [-0.1, 0.0, 0.0], [0.0, 0.0, 0.0], [0.0, 0.0, 0.0], [0.1, -0.1, -0.1], [0.0, 0.0, 0.0], [0.0, 0.0, 0.0], [0.0, 0.0, 0.0], [0.0, 0.0, 0.0], [0.0, 0.0, 0.0], [0.0, 0.0, 0.0], [0.0, 0.0, 0.0], [0.0, 0.0, 0.0], [0.0, 0.0, 0.0], [0.0, 0.0, 0.0], [0.0, 0.0, 0.0], [0.0, 0.0, 0.0], [0.0, 0.0, -0.1], [0.0, 0.0, 0.0], [0.0, 0.0, 0.0], [0.0, 0.0, 0.0], [0.0, 0.0, 0.1], [0.0, 0.0, 0.0], [0.0, 0.0, 0.0], [0.0, 0.0, 0.0], [0.0, 0.0, 0.0], [0.0, 0.0, 0.0], [0.0, 0.0, 0.0], [0.0, 0.0, 0.0], [0.0, 0.0, 0.0], [0.0, 0.0, 0.0], [0.0, 0.0, 0.0], [0.0, -0.1, 0.0], [0.0, 0.0, 0.0], [0.0, 0.0, 0.0]]}

---

{"formula": "C19H29F5N3O10PS", "method": "ωB97M-V/def2-TZVPD", "lumo_ev": -1.81, "homo_ev": -9.027, "orbital_gap_ha": 0.265, "charge": 0, "species": ["S", "P", "F", "F", "F", "F", "F", "O", "O", "O", "O", "O", "O", "O", "O", "O", "O", "N", "N", "N", "C", "C", "C", "C", "C", "C", "C", "C", "C", "C", "C", "C", "C", "C", "C", "C", "C", "C", "C", "H", "H", "H", "H", "H", "H", "H", "H", "H", "H", "H", "H", "H", "H", "H", "H", "H", "H", "H", "H", "H", "H", "H", "H", "H", "H", "H", "H", "H"], "coordinates": [[1.715, -2.437, -3.138], [-2.350, 3.177, -0.297], [2.992, 4.193, 2.503], [0.890, -4.979, -3.167], [-0.354, -3.680, -1.971], [2.076, 0.857, 5.191], [1.579, -4.315, -1.234], [0.086, 1.684, 4.723], [1.663, -1.397, -2.113], [0.893, -2.148, -4.295], [-3.617, -2.227, 0.140], [-3.126, 2.472, -1.566], [1.831, 4.076, 4.363], [3.491, -0.421, 0.322], [-3.358, 3.360, 0.794], [3.057, -2.859, -3.467], [-1.830, 4.672, -0.854], [-0.643, 3.689, 2.372], [0.919, 0.523, -0.070], [1.819, 2.140, 3.199], [2.784, -0.060, 1.497], [-0.744, 0.697, -1.911], [4.742, -1.075, 0.690], [-5.419, -0.788, 1.155], [-4.152, -1.377, -2.188], [0.927, -3.914, -2.346], [-4.785, -2.247, 0.969], [2.203, 3.511, 3.380], [1.203, 1.571, 4.383], [1.057, 1.901, 1.985], [-1.759, -0.482, -1.619], [-0.215, 1.192, -0.520], [1.543, 0.814, 1.116], [7.272, -0.767, 0.470], [-3.895, -2.595, -1.215], [-0.843, 2.277, 0.261], [-2.811, -0.736, -2.765], [-0.153, 2.630, 1.548], [5.889, 0.011, 0.477], [-4.785, -3.288, -1.316], [-4.076, 2.345, -1.384], [0.048, 4.456, 2.341], [5.649, 0.515, -0.494], [0.145, 0.272, -2.469], [-3.118, 0.223, -3.270], [-3.014, -3.184, -1.615], [-5.543, -3.014, 0.659], [-2.365, -1.383, -3.578], [7.369, -1.282, 1.464], [-4.836, -0.590, -1.748], [1.315, -0.228, -0.659], [-6.499, -0.816, 0.852], [-1.147, 1.523, -2.549], [-1.741, 4.593, -1.830], [-1.498, 4.101, 1.980], [-4.449, -2.551, 2.006], [3.402, 0.417, 2.302], [-4.828, -0.021, 0.577], [-1.153, -1.415, -1.431], [8.084, -0.013, 0.301], [4.694, -1.453, 1.745], [5.795, 0.771, 1.298], [-2.349, -0.198, -0.695], [7.207, -1.534, -0.348], [-4.716, -1.772, -3.089], [-5.382, -0.447, 2.228], [2.363, -1.023, 1.936], [4.855, -1.945, -0.017]], "atomic_forces_ev_per_a": [[0.9, 0.5, -1.5], [-2.7, 1.5, 0.5], [-1.1, -2.1, 0.1], [0.1, 0.6, 0.0], [0.3, 0.3, -0.1], [-0.5, 1.2, -1.8], [0.0, 0.4, -0.3], [0.1, -0.3, -0.6], [-0.4, 0.0, 0.8], [-0.4, -0.2, 0.7], [-1.1, -0.7, -0.4], [1.7, 0.5, 0.7], [0.7, 0.0, -0.6], [-0.2, 0.2, 1.4], [2.0, -0.2, -0.8], [-0.4, -0.3, 0.6], [-0.4, -2.8, -0.4], [0.9, -0.3, -2.0], [-1.0, 1.6, 1.4], [0.0, 0.7, -1.5], [-1.1, -0.7, -0.1], [1.1, -0.5, 0.4], [0.5, 0.7, -0.9], [-0.1, -0.4, 0.0], [0.3, -0.3, -0.8], [-0.3, -0.9, 0.4], [0.1, 0.9, 1.7], [-0.5, 0.9, 2.4], [0.2, 0.0, 1.8], [-0.5, -2.0, -3.3], [-0.5, 0.5, -0.1], [-0.7, 1.1, -0.1], [-0.2, 1.4, 1.1], [-1.2, 0.9, 0.1], [-0.1, -0.1, -1.3], [3.0, -2.4, 0.3], [-0.4, 0.0, 0.1], [-0.4, 0.0, -0.4], [-0.5, -1.5, 0.2], [0.9, 0.7, 0.5], [0.5, 0.2, 0.3], [-0.3, -0.5, 0.7], [0.4, -0.5, 0.8], [-0.9, 0.4, 0.6], [0.5, -0.7, 0.5], [-0.8, 0.7, 0.6], [0.7, 0.8, -0.1], [-0.5, 0.5, 1.0], [0.3, 0.5, -1.0], [0.9, -0.9, -0.2], [0.1, -0.2, -0.4], [1.0, 0.4, 0.1], [0.1, -0.6, 0.9], [0.1, 0.4, 0.6], [0.0, -0.5, 0.3], [-0.1, 0.1, -1.2], [-0.5, -0.1, -0.9], [-0.7, -0.9, 0.4], [-0.7, 1.0, 0.0], [-0.5, -1.1, 0.2], [0.1, 0.3, -0.9], [0.3, -0.6, -0.7], [0.7, -0.5, -0.8], [0.4, 0.8, 0.8], [0.5, 0.3, 1.0], [0.0, -0.5, -1.0], [0.2, 1.0, -0.2], [0.0, 0.9, 0.7]]}

---

Total energy for every record listed, in sequence, given in Eh: -4275.580634 -2896.931594.
F_max for every record listed, in sequence, given in eV Å⁻¹: 0.9 3.9.